(1)
{"formula": "C35H50As3N4O3PtS2", "method": "the ωB97M-V functional and the def2-TZVPD basis", "multiplicity": 1, "e_homo_ev": -10.2, "total_charge": 1, "molar_mass_g_mol": 1058.79, "lumo_ev": -2.39, "elements": ["Pt", "As", "As", "As", "S", "S", "O", "O", "O", "N", "N", "N", "N", "C", "C", "C", "C", "C", "C", "C", "C", "C", "C", "C", "C", "C", "C", "C", "C", "C", "C", "C", "C", "C", "C", "C", "C", "C", "C", "C", "C", "C", "C", "C", "C", "C", "C", "C", "H", "H", "H", "H", "H", "H", "H", "H", "H", "H", "H", "H", "H", "H", "H", "H", "H", "H", "H", "H", "H", "H", "H", "H", "H", "H", "H", "H", "H", "H", "H", "H", "H", "H", "H", "H", "H", "H", "H", "H", "H", "H", "H", "H", "H", "H", "H", "H", "H", "H"], "positions_angstrom": [[0.757, 1.399, 0.127], [-0.545, -5.442, 1.850], [-3.068, -1.301, -0.119], [0.705, -0.800, 1.077], [1.984, 2.202, 3.258], [-0.243, 1.944, -2.656], [-0.461, 0.951, -1.501], [1.152, 3.211, 3.839], [1.726, 0.812, 3.514], [2.525, 4.604, 1.451], [7.588, 3.277, 4.744], [1.857, 2.314, 1.594], [1.427, 3.386, -0.288], [-3.845, 2.987, -3.224], [-1.784, -2.447, -1.061], [-0.763, -1.333, -4.542], [-0.046, -2.483, -4.841], [-0.386, -4.628, 3.631], [2.580, -1.153, 1.424], [4.025, 3.806, 4.081], [2.585, 5.642, 0.630], [-0.112, -0.112, -4.429], [2.114, 5.611, -0.676], [0.431, -2.568, 0.223], [-5.189, 2.763, -2.964], [1.327, -2.418, -5.019], [1.972, 3.505, 0.961], [-3.339, 2.676, -0.891], [-5.610, 2.506, -1.667], [4.583, 1.503, 3.636], [-2.133, -6.517, 2.258], [-0.294, -4.393, -1.240], [5.889, 1.744, 4.000], [-4.684, 2.458, -0.632], [-1.478, 3.273, -2.439], [-0.372, -0.904, 2.676], [1.527, 4.437, -1.097], [6.287, 3.026, 4.409], [-1.539, -3.994, 0.907], [1.266, -0.049, -4.617], [-3.861, -0.736, -1.812], [-4.497, -2.587, 0.305], [5.328, 4.049, 4.453], [-2.916, 2.953, -2.187], [-0.818, -3.318, -0.271], [1.983, -1.199, -4.907], [3.650, 2.535, 3.657], [-0.909, 1.125, -4.111], [3.284, 4.590, 4.128], [-2.517, -6.958, 1.339], [-1.220, -1.759, -1.698], [0.058, -3.927, -2.163], [4.278, 0.502, 3.364], [-4.493, -3.432, -0.384], [8.217, 2.508, 4.887], [1.161, -2.530, -0.590], [-0.839, 1.887, -4.894], [-1.403, -0.974, 2.336], [-5.009, 2.256, 0.380], [-1.094, -5.092, -1.496], [2.199, 6.463, -1.333], [-3.105, -0.174, -2.354], [5.616, 5.036, 4.794], [-0.252, -5.434, 4.352], [-2.911, -5.910, 2.720], [-1.276, -4.058, 3.900], [-1.963, 0.903, -3.943], [2.690, -1.928, 2.181], [-1.077, 3.841, -1.602], [-2.618, 2.645, -0.082], [-1.836, -1.387, -4.399], [-2.442, -4.476, 0.526], [-6.660, 2.346, -1.461], [0.886, -3.183, 1.009], [1.153, 4.324, -2.104], [3.053, -1.143, -5.054], [-1.349, 3.869, -3.348], [7.820, 4.134, 5.213], [0.493, -3.988, 3.687], [-1.856, -7.322, 2.936], [-5.909, 2.806, -3.771], [-1.862, -3.259, 1.649], [1.786, 0.900, -4.544], [-0.102, -1.790, 3.245], [-0.231, -0.017, 3.284], [6.611, 0.937, 3.991], [-2.372, -3.090, -1.723], [1.887, -3.314, -5.251], [-3.523, 3.222, -4.233], [-4.726, -0.112, -1.650], [3.007, -1.500, 0.483], [-0.563, -3.429, -4.935], [0.527, -4.966, -0.809], [-5.445, -2.059, 0.203], [-4.414, -2.953, 1.326], [3.077, -0.247, 1.744], [3.040, 6.542, 1.029], [-4.151, -1.612, -2.395]]}

=====

(2)
{"formula": "C35H50Cl2N2O4P2S2Si4Sn", "method": "the ωB97M-V functional and the def2-TZVPD basis", "multiplicity": 1, "e_homo_ev": -7.6, "molar_mass_g_mol": 990.84, "lumo_ev": -0.39, "elements": ["Sn", "Cl", "Cl", "S", "S", "P", "P", "Si", "Si", "Si", "Si", "O", "O", "O", "O", "N", "N", "C", "C", "C", "C", "C", "C", "C", "C", "C", "C", "C", "C", "C", "C", "C", "C", "C", "C", "C", "C", "C", "C", "C", "C", "C", "C", "C", "C", "C", "C", "C", "C", "C", "C", "C", "H", "H", "H", "H", "H", "H", "H", "H", "H", "H", "H", "H", "H", "H", "H", "H", "H", "H", "H", "H", "H", "H", "H", "H", "H", "H", "H", "H", "H", "H", "H", "H", "H", "H", "H", "H", "H", "H", "H", "H", "H", "H", "H", "H", "H", "H", "H", "H", "H", "H"], "positions_angstrom": [[-9.515, -2.919, 20.237], [-6.237, -2.325, 16.319], [-4.681, -4.907, 16.555], [-11.840, -3.000, 16.822], [-10.979, -4.168, 18.299], [-8.130, -2.080, 22.598], [-8.992, -4.693, 22.327], [-11.436, -0.233, 15.814], [-9.447, -0.030, 14.424], [-13.205, -0.512, 14.165], [-12.000, 1.272, 17.646], [-13.346, -3.482, 21.419], [-11.867, -3.785, 15.607], [-10.849, -1.679, 16.596], [-13.037, -2.387, 17.320], [-7.906, -3.673, 23.299], [-11.294, -2.192, 21.286], [-8.128, 0.687, 15.628], [-13.660, 0.872, 18.467], [-6.572, -5.678, 21.367], [-11.541, -5.679, 22.950], [-12.130, -6.576, 25.129], [-6.211, -7.952, 20.693], [-14.390, -1.756, 14.761], [-11.941, 3.068, 16.961], [-6.182, -4.087, 16.914], [-8.373, -7.320, 21.579], [-4.188, -0.127, 21.111], [-6.576, -1.288, 22.060], [-10.827, -6.418, 25.574], [-12.486, -6.157, 23.851], [-10.643, 0.972, 18.988], [-7.515, -8.325, 21.073], [-9.729, 1.234, 13.068], [-4.176, -1.381, 21.733], [-7.874, -6.026, 21.752], [-9.825, -5.974, 24.739], [-9.961, -0.649, 24.122], [-8.131, 0.156, 25.999], [-5.377, -1.976, 22.218], [-14.189, 1.034, 14.046], [-5.432, 0.584, 21.051], [-10.231, -5.478, 23.432], [-6.586, 0.029, 21.553], [-7.731, -0.708, 25.000], [-8.812, -1.710, 13.767], [-9.389, 0.746, 25.969], [-8.645, -1.130, 24.010], [-10.340, 0.248, 25.094], [-5.757, -6.640, 20.790], [-12.693, -0.775, 12.432], [-12.329, -2.822, 21.349], [-13.903, -2.721, 14.777], [-14.003, 1.751, 19.000], [-8.862, 1.851, 12.991], [-8.779, -5.860, 24.996], [-7.935, 0.052, 16.480], [-11.397, 0.485, 25.146], [-6.718, -1.137, 24.976], [-7.761, -1.777, 14.057], [-7.947, -9.292, 20.904], [-6.195, -4.643, 21.664], [-10.665, -0.962, 23.337], [-9.383, -7.572, 21.750], [-14.360, 0.527, 17.724], [-12.563, 3.715, 17.595], [-10.896, 0.015, 19.455], [-10.759, 1.849, 19.667], [-7.189, 0.963, 15.143], [-9.651, 0.973, 18.623], [-12.899, -6.905, 25.827], [-14.705, -1.472, 15.788], [-6.305, -4.034, 18.025], [-3.225, -1.898, 21.842], [-9.465, -2.504, 14.195], [-3.328, 0.294, 20.624], [-13.519, 0.078, 19.164], [-5.310, -2.930, 22.765], [-5.528, 1.570, 20.583], [-6.973, -4.593, 16.364], [-13.634, -0.764, 11.911], [-4.782, -6.368, 20.324], [-12.027, -0.031, 12.035], [-15.184, -1.772, 14.019], [-10.625, 1.834, 13.244], [-11.796, -5.460, 21.885], [-14.414, 1.489, 15.002], [-13.524, -6.247, 23.541], [-13.561, 1.671, 13.443], [-8.115, -3.693, 24.338], [-7.510, 0.575, 21.379], [-8.460, 1.630, 16.113], [-9.853, 0.739, 12.112], [-7.433, 0.470, 26.770], [-5.478, -8.628, 20.345], [-12.415, 3.117, 15.952], [-10.535, -6.778, 26.568], [-10.956, 3.460, 16.864], [-12.178, -1.764, 12.279], [-8.868, -1.773, 12.691], [-15.147, 0.863, 13.539], [-9.700, 1.558, 26.652]]}

=====

(3)
{"formula": "C35H50ClFN3O8PS3Si", "method": "the ωB97M-V functional and the def2-TZVPD basis", "multiplicity": 1, "e_homo_ev": -8.3, "molar_mass_g_mol": 850.51, "lumo_ev": -0.29, "elements": ["Cl", "S", "S", "S", "P", "Si", "F", "O", "O", "O", "O", "O", "O", "O", "O", "N", "N", "N", "C", "C", "C", "C", "C", "C", "C", "C", "C", "C", "C", "C", "C", "C", "C", "C", "C", "C", "C", "C", "C", "C", "C", "C", "C", "C", "C", "C", "C", "C", "C", "C", "C", "C", "C", "H", "H", "H", "H", "H", "H", "H", "H", "H", "H", "H", "H", "H", "H", "H", "H", "H", "H", "H", "H", "H", "H", "H", "H", "H", "H", "H", "H", "H", "H", "H", "H", "H", "H", "H", "H", "H", "H", "H", "H", "H", "H", "H", "H", "H", "H", "H", "H", "H", "H"], "positions_angstrom": [[5.567, 1.170, 5.134], [2.257, 2.499, 1.132], [4.085, 3.068, -3.984], [6.867, -1.153, -0.978], [-2.004, -1.704, -1.061], [-5.977, 0.566, 1.811], [7.245, -1.969, 0.309], [6.227, -2.068, -1.855], [2.469, -2.203, -2.389], [-4.584, 0.930, 0.969], [-2.554, 2.923, 4.225], [8.044, -0.457, -1.370], [-3.936, -3.634, -7.078], [-2.621, -2.456, -4.726], [9.441, 1.083, 2.114], [2.280, 2.343, -2.010], [-1.722, 5.095, 4.111], [2.351, 1.025, -1.409], [4.541, 0.064, -1.047], [-1.807, 3.716, 3.704], [0.970, 1.417, 0.561], [3.627, 0.078, 3.617], [4.826, 2.187, 2.692], [-0.331, 1.941, 2.629], [0.220, -0.119, -1.142], [8.377, 0.923, 1.192], [-3.408, 1.216, 1.717], [-2.372, 0.082, 1.677], [1.162, 0.779, -0.653], [1.288, -2.056, -2.190], [-2.040, -2.994, 0.238], [3.528, 0.883, -0.614], [-5.620, -0.360, 3.394], [-6.889, 2.165, 2.109], [-3.223, -2.409, -7.080], [-6.996, -0.547, 0.715], [-0.935, -0.368, -0.383], [-2.117, -2.393, -6.049], [-5.166, -3.577, -6.382], [-2.551, -3.748, -4.151], [5.679, -0.056, -0.268], [5.842, 0.607, 0.953], [9.553, 0.042, 1.128], [-0.188, 1.218, 1.314], [-0.917, 3.358, 2.536], [3.059, 2.642, -2.895], [7.064, 0.446, 1.825], [4.791, 1.426, 1.387], [4.261, 1.422, 3.910], [-1.151, 0.333, 0.821], [-3.718, -1.096, -1.199], [3.645, 1.543, 0.598], [0.527, -0.784, -2.471], [-3.160, -3.735, -3.248], [-2.022, -0.090, 2.695], [-4.781, -1.050, 3.292], [-2.781, -2.287, -8.074], [8.272, 1.675, 0.407], [-5.510, -4.601, -6.246], [4.231, 3.090, 2.573], [5.832, 2.531, 2.907], [-1.561, -1.455, -6.144], [-6.346, 2.795, 2.817], [-2.975, 2.126, 1.299], [-2.528, -2.730, 1.177], [9.412, -0.951, 1.537], [-4.158, -1.538, -2.091], [-5.917, -3.028, -6.960], [-3.657, 1.435, 2.756], [-2.867, -0.826, 1.351], [4.365, -0.632, 3.249], [-0.392, -1.022, -2.999], [-3.748, -0.012, -1.267], [0.663, 2.045, 3.064], [1.183, -0.140, -3.048], [-0.131, 4.111, 2.481], [-4.328, -1.385, -0.342], [-6.503, -0.968, 3.606], [-2.676, 5.407, 4.272], [-7.900, 2.030, 2.490], [3.541, 2.056, 4.421], [2.806, 0.181, 2.907], [-5.053, -3.106, -5.402], [6.944, 1.031, 2.728], [-1.288, 5.115, 5.031], [-0.910, 1.348, 3.333], [-6.913, 2.711, 1.165], [-2.562, -3.852, -0.187], [-3.904, -1.569, -6.909], [-7.132, -0.145, -0.287], [10.309, 0.227, 0.377], [-1.422, -3.218, -6.234], [-5.460, 0.281, 4.259], [7.171, -0.601, 2.108], [-7.966, -0.750, 1.172], [-1.520, -3.989, -3.869], [4.434, -0.493, -1.966], [0.684, -2.873, -1.748], [-6.492, -1.513, 0.629], [-2.929, -4.517, -4.828], [3.215, -0.332, 4.539], [-1.016, -3.308, 0.435], [-1.521, 3.485, 1.635]]}

=====

(4)
{"formula": "C35H50F13N3O5S4", "method": "the ωB97M-V functional and the def2-TZVPD basis", "multiplicity": 1, "e_homo_ev": -8.8, "molar_mass_g_mol": 968.04, "lumo_ev": -0.70, "elements": ["S", "S", "S", "S", "F", "F", "F", "F", "F", "F", "F", "F", "F", "F", "F", "F", "F", "O", "O", "O", "O", "O", "N", "N", "N", "C", "C", "C", "C", "C", "C", "C", "C", "C", "C", "C", "C", "C", "C", "C", "C", "C", "C", "C", "C", "C", "C", "C", "C", "C", "C", "C", "C", "C", "C", "C", "C", "C", "C", "C", "H", "H", "H", "H", "H", "H", "H", "H", "H", "H", "H", "H", "H", "H", "H", "H", "H", "H", "H", "H", "H", "H", "H", "H", "H", "H", "H", "H", "H", "H", "H", "H", "H", "H", "H", "H", "H", "H", "H", "H", "H", "H", "H", "H", "H", "H", "H", "H", "H", "H"], "positions_angstrom": [[-1.333, -5.993, 2.356], [-0.571, -3.255, 1.612], [-2.535, 4.678, 2.695], [7.272, 4.304, -2.536], [-3.852, -2.752, -1.777], [-3.955, 0.910, 0.595], [-5.668, -0.372, -1.121], [-5.084, 0.222, -3.113], [-3.295, 1.354, -1.896], [-5.904, -3.501, -3.803], [-4.033, -1.921, -3.771], [-7.798, -3.616, -1.536], [-2.322, -0.573, -2.123], [-3.706, -1.237, 0.380], [-6.099, -2.921, -0.374], [-6.957, -1.772, -3.045], [-5.940, -4.734, -1.598], [-0.180, 1.379, 4.124], [7.728, 3.876, -3.836], [-2.113, 4.175, 1.406], [8.104, 4.153, -1.369], [-1.678, 4.600, 3.849], [1.088, 3.613, -0.944], [3.716, 1.691, 0.038], [0.759, -5.455, 0.739], [2.700, 1.181, 0.327], [-3.346, 0.064, -1.524], [4.866, 4.744, -1.589], [-0.703, 1.705, 3.069], [1.720, -6.189, 1.596], [0.117, 2.421, 2.012], [-4.712, -0.516, -2.051], [-1.047, 1.273, 0.010], [0.280, -6.297, -0.358], [-4.934, 5.115, 3.651], [-3.200, -0.041, 0.000], [-0.330, -5.016, 1.559], [-1.774, 0.038, 0.520], [5.666, 3.598, -2.197], [-0.709, -5.576, -1.277], [2.488, -1.234, -0.861], [0.765, 2.745, -0.223], [5.198, 5.980, -2.438], [-4.614, -1.980, -2.562], [6.721, 6.014, -2.626], [1.753, -2.456, -2.956], [1.013, -2.564, 2.177], [-4.643, 6.307, 2.727], [-4.119, 3.951, 3.096], [3.452, -3.446, -1.434], [-6.458, -3.504, -1.518], [1.425, 0.541, 0.690], [-6.006, -2.672, -2.757], [3.141, -6.051, 1.034], [-3.125, 6.364, 2.514], [1.201, -0.549, -0.387], [2.182, -2.609, -1.483], [0.292, 1.670, 0.669], [1.716, -0.088, 2.062], [0.680, -1.100, 2.544], [-5.144, 6.155, 1.769], [1.419, -7.225, 1.740], [5.241, 3.279, -3.148], [-1.773, 1.466, 2.956], [-0.396, 3.342, 1.747], [0.675, -2.549, -3.034], [1.144, -6.569, -0.950], [7.215, 6.561, -1.826], [-1.117, -4.676, -0.831], [7.012, 6.426, -3.589], [1.748, -2.598, 1.381], [1.895, 0.646, 2.832], [2.013, -1.479, -3.344], [3.090, -5.715, 0.009], [1.076, 2.643, 2.458], [1.430, -3.143, -0.907], [-0.872, 1.181, -1.050], [0.572, -1.341, -0.006], [-0.251, -5.289, -2.213], [3.892, -3.468, -0.442], [-4.609, 5.346, 4.667], [-3.974, 3.140, 3.807], [-1.547, -6.230, -1.473], [-1.705, 2.128, 0.113], [2.976, -0.654, -1.629], [3.260, -4.460, -1.765], [-2.859, 6.724, 1.524], [4.709, 5.894, -3.411], [2.656, -0.617, 1.964], [3.160, -1.420, -0.033], [3.664, -5.278, 1.579], [-4.550, 3.568, 2.170], [2.223, -3.209, -3.569], [-5.013, 7.241, 3.145], [0.673, -1.062, 3.624], [5.774, 2.747, -1.529], [3.690, -6.977, 1.127], [-5.995, 4.877, 3.683], [1.699, -5.711, 2.565], [3.799, 4.526, -1.585], [-1.317, -0.885, 0.195], [4.209, -3.042, -2.101], [-0.332, -0.873, 2.242], [4.840, 6.897, -1.973], [-0.189, -7.195, 0.043], [1.375, -3.082, 3.051], [5.179, 4.907, -0.556], [0.766, -0.104, -1.272], [-2.629, 6.966, 3.273], [-1.888, -0.032, 1.592]]}